C39H37BrO6 | the ωB97M-V functional and the def2-TZVPD basis

Properties
multiplicity: 1
E_tot: -4533.8101 a.u.
frontier orbital gap: 8.39 eV
maximum force: 4.3 eV Å⁻¹
structure (SMILES): O=C1c2ccccc2C(=O)c2ccccc21.O=C1c2ccccc2C(=O)c2ccccc21.CCCCCCCCC[C@H](Br)OC=O

Atoms and positions in Å:
C  4.914  1.953  -0.543
C  5.324  1.959  -2.026
C  4.800  0.755  -2.884
C  4.089  -0.364  -2.096
C  2.578  -0.001  -1.984
C  1.890  -0.675  -0.770
C  0.562  0.030  -0.450
C  -0.468  -0.083  -1.598
C  -1.722  0.755  -1.243
C  -2.130  1.697  -2.372
Br  -0.815  3.182  -2.412
O  -3.430  2.199  -2.031
C  -3.695  3.447  -2.549
O  -4.057  4.299  -1.873
H  5.476  1.236  0.062
H  3.840  1.853  -0.372
H  5.188  2.936  -0.133
H  6.416  1.991  -2.090
H  4.932  2.879  -2.473
H  5.650  0.375  -3.464
H  4.087  1.142  -3.622
H  4.143  -1.264  -2.726
H  4.555  -0.614  -1.141
H  2.531  1.085  -1.816
H  2.065  -0.201  -2.929
H  2.550  -0.518  0.094
H  1.771  -1.755  -0.913
H  0.738  1.087  -0.215
H  0.063  -0.422  0.419
H  -0.011  0.261  -2.533
H  -0.736  -1.132  -1.761
H  -2.561  0.117  -0.950
H  -1.461  1.400  -0.399
H  -2.107  1.204  -3.346
H  -3.548  3.623  -3.627
C  6.047  -6.755  -4.441
C  5.849  -5.388  -4.274
C  5.229  -4.910  -3.132
C  4.794  -5.798  -2.155
C  4.972  -7.171  -2.333
C  5.610  -7.645  -3.474
C  4.470  -8.140  -1.321
O  4.628  -9.334  -1.473
C  3.763  -7.613  -0.122
C  3.237  -8.503  0.807
C  2.588  -8.024  1.933
C  2.469  -6.654  2.141
C  2.986  -5.762  1.216
C  3.626  -6.238  0.078
C  4.146  -5.269  -0.925
O  4.040  -4.073  -0.746
H  6.540  -7.126  -5.331
H  6.181  -4.695  -5.037
H  5.080  -3.846  -3.000
H  5.759  -8.708  -3.607
H  3.332  -9.569  0.648
H  2.175  -8.719  2.653
H  1.967  -6.282  3.026
H  2.888  -4.697  1.376
C  -7.390  8.186  5.731
C  -7.844  7.128  6.513
C  -7.650  5.822  6.094
C  -7.012  5.568  4.886
C  -6.578  6.630  4.091
C  -6.760  7.938  4.524
C  -5.935  6.379  2.771
O  -5.554  7.305  2.083
C  -5.778  4.973  2.313
C  -5.232  4.719  1.060
C  -5.068  3.414  0.627
C  -5.443  2.355  1.450
C  -5.993  2.601  2.698
C  -6.171  3.909  3.131
C  -6.794  4.159  4.457
O  -7.124  3.236  5.175
H  -7.535  9.206  6.064
H  -8.348  7.324  7.451
H  -7.998  4.999  6.704
H  -6.412  8.762  3.914
H  -4.937  5.540  0.420
H  -4.648  3.222  -0.347
H  -5.308  1.334  1.113
H  -6.288  1.776  3.334

Mulliken population analysis, charges in e, atoms 1 to 8: C -1.02; C -0.38; C -0.92; C -0.36; C -0.80; C -0.64; C -0.74; C -0.30

***

C39H37IrN5O3S2 | the ωB97M-V functional and the def2-TZVPD basis

Properties
<S²>: 8.794
multiplicity: 6
E_tot: -2907.0378 a.u.
frontier orbital gap (spin up / spin down): 7.55 / 3.42 eV
charge: +4
maximum force: 1.7 eV Å⁻¹
relative energy (zero: lowest compared OMol25 entry of this formula, charge and spin): 22.4 kcal per mole

Atoms and positions in Å:
Ir  2.047  0.393  2.039
C  -4.415  6.044  0.193
C  -3.582  4.850  0.415
C  -2.256  4.963  0.868
C  -1.486  3.840  1.092
C  -2.019  2.586  0.831
C  -3.340  2.440  0.417
C  -4.108  3.561  0.200
S  -1.040  1.089  1.077
O  0.117  1.561  1.910
C  -0.346  1.017  -0.606
C  0.626  1.927  -1.005
C  1.155  1.831  -2.273
C  0.734  0.817  -3.157
C  1.260  0.715  -4.463
C  0.827  -0.269  -5.324
C  -0.138  -1.192  -4.909
C  -0.659  -1.134  -3.637
C  -0.252  -0.123  -2.739
C  -0.782  -0.010  -1.428
C  -1.827  -0.917  -0.931
C  -3.162  -0.744  -1.399
C  -3.507  0.290  -2.299
C  -4.815  0.469  -2.690
C  -5.827  -0.375  -2.221
C  -5.519  -1.401  -1.355
C  -4.192  -1.595  -0.907
C  -3.875  -2.596  0.032
C  -2.585  -2.733  0.490
C  -1.569  -1.906  0.003
S  0.086  -2.290  0.679
O  0.866  -1.000  0.611
C  0.751  -3.279  -0.682
C  2.122  -3.184  -0.906
C  2.720  -4.001  -1.841
C  1.966  -4.944  -2.557
C  2.607  -5.856  -3.518
C  0.579  -5.014  -2.322
C  -0.023  -4.205  -1.380
H  -3.829  6.958  0.124
H  -5.118  6.181  1.024
H  -5.049  5.928  -0.687
H  -1.832  5.939  1.048
H  -0.485  3.929  1.481
H  -3.755  1.455  0.277
H  -5.130  3.459  -0.131
H  0.931  2.710  -0.328
H  1.883  2.552  -2.611
H  2.007  1.425  -4.779
H  1.214  -0.322  -6.328
H  -0.487  -1.946  -5.595
H  -1.403  -1.849  -3.323
H  -2.740  0.947  -2.681
H  -5.059  1.261  -3.379
H  -6.845  -0.222  -2.545
H  -6.291  -2.062  -0.992
H  -4.652  -3.251  0.393
H  -2.347  -3.496  1.214
H  2.698  -2.462  -0.347
H  3.784  -3.935  -2.010
H  3.678  -5.701  -3.581
H  2.163  -5.749  -4.510
H  2.412  -6.897  -3.244
H  -0.009  -5.729  -2.880
H  -1.084  -4.290  -1.194
C  1.830  -1.683  7.225
N  1.191  -1.398  5.966
C  -0.255  -1.435  5.950
C  1.881  -1.094  4.893
O  1.374  -0.810  3.781
H  1.454  -2.623  7.632
H  1.598  -0.891  7.944
H  2.909  -1.751  7.116
H  -0.615  -1.738  6.929
H  -0.606  -2.150  5.207
H  -0.668  -0.456  5.705
H  2.968  -1.115  5.018
N  7.978  3.150  2.090
C  6.770  3.355  1.600
N  6.446  4.510  1.032
N  5.906  2.345  1.694
C  4.760  1.919  1.636
N  3.727  1.338  1.653
H  8.686  3.868  2.085
H  8.222  2.265  2.514
H  7.122  5.255  0.958
H  5.533  4.685  0.646

Mulliken population analysis, charges in e, atoms 1 to 8: Ir 2.15; C -1.41; C 0.88; C -0.88; C -0.40; C 0.34; C -0.23; C -0.97

***

C39H37N9STeZr | the ωB97M-V functional and the def2-TZVPD basis

Properties
multiplicity: 1
E_tot: -2714.0714 a.u.
frontier orbital gap: 6.30 eV
charge: +2
maximum force: 0.7 eV Å⁻¹
relative energy (zero: lowest compared OMol25 entry of this formula, charge and spin): 2.7 kcal per mole

Atoms and positions in Å:
Zr  0.031  0.371  0.540
C  0.604  0.758  -2.715
N  1.347  0.990  -1.446
C  1.546  2.450  -1.270
C  0.202  3.100  -1.035
C  0.003  4.454  -1.209
C  -1.268  4.972  -0.994
C  -2.302  4.113  -0.655
C  -2.017  2.773  -0.493
N  -0.783  2.272  -0.656
C  2.646  0.291  -1.546
C  3.231  -0.021  -0.205
C  4.596  -0.185  -0.032
C  5.069  -0.587  1.204
C  4.159  -0.814  2.229
C  2.821  -0.608  1.980
N  2.354  -0.213  0.787
C  -0.309  -0.427  -2.621
C  -0.641  -1.180  -3.733
C  -1.605  -2.168  -3.613
C  -2.207  -2.376  -2.381
C  -1.800  -1.608  -1.310
N  -0.862  -0.652  -1.419
H  1.305  0.654  -3.547
H  -0.011  1.632  -2.928
H  2.001  2.877  -2.170
H  2.228  2.623  -0.433
H  0.825  5.090  -1.508
H  -1.452  6.032  -1.110
H  -3.313  4.463  -0.501
H  -2.797  2.074  -0.227
H  3.343  0.871  -2.158
H  2.473  -0.652  -2.072
H  5.268  -0.001  -0.859
H  6.130  -0.721  1.367
H  4.478  -1.128  3.212
H  2.089  -0.739  2.760
H  -0.161  -0.979  -4.682
H  -1.887  -2.764  -4.471
H  -2.976  -3.122  -2.243
H  -2.225  -1.748  -0.324
C  -3.447  0.856  7.053
C  -2.470  1.213  5.969
C  -2.853  1.972  4.873
C  -1.961  2.322  3.865
C  -2.465  3.219  2.768
C  -0.636  1.865  3.943
Te  0.707  2.459  2.390
C  -0.212  1.127  5.056
C  1.197  0.647  5.286
C  -1.143  0.815  6.045
H  -4.429  1.281  6.856
H  -3.106  1.226  8.021
H  -3.558  -0.226  7.140
H  -3.877  2.322  4.805
H  -3.553  3.254  2.764
H  -2.118  2.904  1.784
H  -2.100  4.240  2.905
H  1.937  1.228  4.738
H  1.299  -0.406  5.005
H  1.441  0.702  6.346
H  -0.807  0.255  6.911
N  -5.323  2.598  1.011
C  -4.788  1.651  1.392
N  -4.177  0.544  1.822
C  -2.962  0.374  1.658
N  -1.799  0.158  1.518
S  0.312  -6.159  2.722
C  0.274  -4.545  2.075
C  0.725  -4.172  0.804
C  0.633  -2.855  0.425
N  0.116  -1.888  1.201
C  -0.315  -2.247  2.429
C  -0.247  -3.537  2.897
C  0.986  -7.088  1.364
C  2.355  -7.286  1.262
C  2.829  -8.024  0.185
N  2.041  -8.548  -0.748
C  0.729  -8.370  -0.624
C  0.148  -7.651  0.412
H  1.145  -4.897  0.121
H  0.992  -2.554  -0.554
H  -0.729  -1.460  3.048
H  -0.611  -3.755  3.892
H  3.035  -6.889  2.003
H  3.892  -8.201  0.073
H  0.107  -8.827  -1.384
H  -0.927  -7.545  0.476

Mulliken population analysis, charges in e, atoms 1 to 8: Zr -0.98; C -1.39; N 1.09; C -0.80; C 0.46; C -1.28; C -0.72; C -0.66

***

The highest E_tot belongs to which entry? C39H37N9STeZr